1.
Below is a molecular structure, H16O8 in a non-equilibrium geometry, with properties calculated with wB97M-V/def2-TZVPD.

Values from the calculation:
Energy, hartree: -611.33441
Largest force on an atom, eV Å⁻¹: 13.54
LUMO energy, eV: -1.05
2S+1: 1
HOMO, eV: -9.952
Energy above the lowest of the compared OMol25 structures with the same formula, charge and spin, kJ/mol: 651.6

Geometry (Å):
O1 0.325 -0.051 -1.834
H1 -0.536 -0.180 -2.583
H2 0.995 0.579 -2.267
H3 -0.007 0.072 -0.961
O2 -0.098 0.313 0.232
H4 0.133 -0.613 0.579
O3 -0.003 1.162 2.818
H5 -0.125 1.020 1.730
H6 0.834 1.012 3.100
O4 -1.296 2.622 -0.026
H7 -1.908 2.681 -0.778
H8 -0.893 1.736 -0.070
O5 -2.360 -1.045 -0.284
H9 -2.627 -1.658 0.392
H10 -1.620 -0.527 -0.001
O6 1.704 2.393 0.518
H11 1.631 2.723 -0.372
H12 1.122 1.680 0.725
O7 -1.088 -2.619 -1.442
H13 -1.574 -3.116 -2.007
H14 -1.715 -2.092 -1.077
O8 3.218 -1.846 1.360
H15 2.417 -2.064 1.698
H16 3.472 -2.181 0.551

Let us look at the Löwdin charges, expressed in e, one per atom: atom 1 (O): 0.1722, atom 2 (H): 0.2918, atom 3 (H): 0.1937, atom 4 (H): -0.1858, atom 5 (O): -0.3119, atom 6 (H): 0.1122, atom 7 (O): -0.1002, atom 8 (H): 0.0675, atom 9 (H): -0.0512, atom 10 (O): -0.0597, atom 11 (H): 0.0396, atom 12 (H): -0.0364, atom 13 (O): -0.0038, atom 14 (H): 0.0819, atom 15 (H): -0.0070, atom 16 (O): -0.0425, atom 17 (H): 0.0194, atom 18 (H): -0.0491, atom 19 (O): 0.0108, atom 20 (H): -0.0089, atom 21 (H): -0.1358, atom 22 (O): 0.0285, atom 23 (H): -0.0240, atom 24 (H): -0.0011

***

2.
Below is 2 unconnected molecules or ions with the total composition C3H11N2 in a non-equilibrium geometry, with properties calculated with wB97M-V/def2-TZVPD.

Values from the calculation:
Energy, hartree: -230.16145
Largest force on an atom, eV Å⁻¹: 1.43
LUMO energy, eV: -4.09
2S+1: 1
HOMO, eV: -13.986
Energy above the lowest of the compared OMol25 structures with the same formula, charge and spin, kJ/mol: 54.9
Charge: +1

Geometry (Å):
C1 2.063 0.378 2.300
C2 1.773 -1.099 2.477
H1 2.515 0.636 1.343
H2 1.111 0.910 2.353
H3 2.761 0.779 3.038
H4 2.556 -1.839 2.530
H5 1.109 -1.469 1.690
H6 1.163 -1.252 3.375
N1 -2.980 0.040 -2.509
C3 -1.940 0.788 -2.261
N2 -0.719 0.344 -2.236
H7 -2.893 -0.959 -2.610
H8 -3.838 0.521 -2.719
H9 -2.238 1.808 -2.056
H10 0.029 1.022 -2.257
H11 -0.474 -0.607 -2.457

Let us look at the Löwdin charges, expressed in e, one per atom: atom 1 (C): -0.1748, atom 2 (C): -0.1806, atom 3 (H): 0.0518, atom 4 (H): 0.0602, atom 5 (H): 0.0675, atom 6 (H): 0.0587, atom 7 (H): 0.0506, atom 8 (H): 0.0666, atom 9 (N): 0.1996, atom 10 (C): -0.1671, atom 11 (N): 0.2095, atom 12 (H): 0.1469, atom 13 (H): 0.1439, atom 14 (H): 0.1707, atom 15 (H): 0.1483, atom 16 (H): 0.1482